Entry 1:
The following is a quantum chemistry calculation of a cluster of 2 separate species, C4H11OS in total in a non-equilibrium geometry, from the OMol25 dataset.

Geometry as XYZ:
```
17
Properties=species:S:1:pos:R:3:mulliken_charge:R:1
C -1.93220 2.27771 1.15955 -2.28
C -0.50491 1.85996 0.81178 -0.77
S -0.55246 0.17933 0.15176 -0.39
C 1.20113 -0.05559 -0.14316 -0.58
H -1.96313 3.30365 1.60695 1.78
H -2.37366 1.59388 1.93601 -0.05
H -2.55259 2.27076 0.28927 -0.15
H 0.12128 1.87330 1.70432 0.38
H -0.07381 2.54214 0.03329 0.38
H 1.58248 0.71843 -0.86050 0.15
H 1.72916 0.07222 0.80996 0.16
H 1.44119 -1.11779 -0.56929 0.31
C 0.77438 -3.11765 -1.39124 -0.43
O 1.92104 -2.39493 -1.17256 -0.84
H 0.66914 -4.02731 -0.72051 0.12
H -0.15454 -2.54050 -1.20227 0.06
H 0.66750 -3.43759 -2.44335 0.16
```

Values from the calculation:
DFT total energy ... -632.25217 Eh
Multiplicity ... 2
Charge ... -2
HOMO energy (alpha / beta) ... 3.804 / -0.308 eV
⟨S²⟩ ... 0.751
Relative energy (zero: lowest compared OMol25 entry of this formula, charge and spin) ... 75.0 kJ/mol
Kohn-Sham gap (alpha / beta) ... 2.57 / 6.95 eV



Entry 2:
The following is a quantum chemistry calculation of a cluster of 2 separate species, C4H11OS2 in total, from the OMol25 dataset.

Geometry as XYZ:
```
18
Properties=species:S:1:pos:R:3:mulliken_charge:R:1
C 0.62961 1.88455 -0.73945 -0.71
S -0.20171 2.95991 -1.97312 -0.08
S 1.13315 2.94196 -3.52342 -0.24
H 0.39160 0.85835 -1.00158 0.20
H 0.19274 2.12210 0.22223 0.29
H 1.68932 2.10631 -0.77827 0.37
H 1.81819 4.06383 -3.24078 0.14
C -1.62535 -2.00425 1.47725 -0.52
O -1.04653 -2.79791 2.37504 -0.87
C -0.64903 -1.44939 0.36243 -0.11
C 0.70804 -1.12815 0.96677 -1.14
H -2.10898 -1.08829 1.92607 0.17
H -2.44730 -2.51203 0.90605 0.22
H -1.11813 -0.55523 -0.06232 0.11
H -0.54333 -2.23982 -0.38681 0.26
H 1.53659 -1.11163 0.25352 0.30
H 0.90625 -1.88804 1.73102 0.41
H 0.73486 -0.16227 1.48538 0.20
```

Values from the calculation:
DFT total energy ... -1030.58945 Eh
Charge ... -1
HOMO energy ... -2.247 eV
Relative energy (zero: lowest compared OMol25 entry of this formula, charge and spin) ... 204.8 kJ/mol
Kohn-Sham gap ... 4.59 eV



Entry 3:
The following is a quantum chemistry calculation of a cluster of 2 separate species, C4H11OS2 in total, from the OMol25 dataset.

Geometry as XYZ:
```
18
Properties=species:S:1:pos:R:3:mulliken_charge:R:1
C 2.62870 0.01198 2.26888 -0.75
S 1.93380 1.13650 1.02624 -0.18
S 0.03567 1.42615 1.83907 -0.65
H 2.54897 0.47117 3.25609 0.25
H 3.68367 -0.16224 2.03270 0.28
H 2.09094 -0.93333 2.25716 0.21
H -0.48620 -0.64243 1.26893 0.10
C -1.64110 -0.83943 -0.34254 -0.46
O -0.92590 -1.38848 0.75740 -0.50
C -0.73798 -0.49152 -1.54992 -0.11
C -0.95384 0.92143 -2.07045 -1.19
H -2.16211 0.07459 -0.02285 0.28
H -2.37949 -1.59813 -0.60999 0.27
H -0.89639 -1.22934 -2.34532 0.28
H 0.29125 -0.62482 -1.20325 0.24
H -0.29575 1.14862 -2.91391 0.33
H -0.74055 1.63597 -1.27442 0.28
H -1.99369 1.08332 -2.37382 0.34
```

Values from the calculation:
DFT total energy ... -1030.66710 Eh
Charge ... -1
HOMO energy ... -2.710 eV
Relative energy (zero: lowest compared OMol25 entry of this formula, charge and spin) ... 0.9 kJ/mol
Kohn-Sham gap ... 6.36 eV



Entry 4:
The following is a quantum chemistry calculation of a structure of composition C4H11P3 in a non-equilibrium geometry, from the OMol25 dataset.

Geometry as XYZ:
```
18
Properties=species:S:1:pos:R:3:mulliken_charge:R:1
C -1.78699 0.36109 -0.00141 0.36
C -2.65252 1.58934 -0.01663 -1.18
C 2.56229 -0.76826 -0.02826 -0.82
C 1.79086 0.46006 -0.38920 -0.24
P -2.37183 -1.19848 -0.36945 -0.11
P 0.15455 0.66876 0.26400 -0.19
P -0.47846 -2.10495 0.05705 -0.15
H -2.76064 1.79400 1.09917 0.30
H -2.05610 2.55066 -0.36388 0.25
H -3.60140 1.66692 -0.44165 0.42
H 2.73443 -1.45809 -0.76729 0.30
H 3.40423 -0.65755 0.58673 0.31
H 1.79515 -1.24783 0.72019 0.09
H 1.76725 0.95863 -1.39972 0.29
H 0.09009 2.13274 0.51988 0.09
H 0.20952 0.19111 1.52390 0.16
H -0.79835 -3.17441 0.96217 0.07
H -0.33889 -3.03391 -0.84432 0.03
```

Values from the calculation:
DFT total energy ... -1182.86089 Eh
HOMO energy ... -7.045 eV
Relative energy (zero: lowest compared OMol25 entry of this formula, charge and spin) ... 346.3 kJ/mol
Kohn-Sham gap ... 6.71 eV



Entry 5:
The following is a quantum chemistry calculation of a cluster of 2 separate species, C4H11PS in total in a non-equilibrium geometry, from the OMol25 dataset.

Geometry as XYZ:
```
17
Properties=species:S:1:pos:R:3:mulliken_charge:R:1
C 0.42513 1.56900 0.06772 -1.57
C 0.59777 -0.56860 1.26154 -1.74
C 0.73475 -0.63245 -1.25753 -1.49
C 0.17068 0.08210 -0.09220 1.43
P -1.60023 -0.34544 -0.13454 0.02
S -2.56919 1.07988 -0.99758 -0.36
H 0.47369 2.02402 -0.89095 0.46
H -0.37114 2.20867 0.57975 0.36
H 1.30901 1.87210 0.73704 0.32
H 1.74979 -0.50387 1.33290 0.40
H 0.30935 -1.62041 1.30945 0.44
H 0.06944 -0.02572 2.09993 0.47
H 0.76686 -1.74945 -1.07437 0.37
H 0.05308 -0.55036 -2.16751 0.37
H 1.78423 -0.36896 -1.54328 0.34
H -1.86407 -0.24736 1.35182 0.08
H -2.03916 -2.22317 -0.58218 0.11
```

Values from the calculation:
DFT total energy ... -898.44763 Eh
HOMO energy ... -8.691 eV
Relative energy (zero: lowest compared OMol25 entry of this formula, charge and spin) ... 228.2 kJ/mol
Kohn-Sham gap ... 8.21 eV



Entry 6:
The following is a quantum chemistry calculation of a cluster of 2 separate species, C4H11PS in total in a non-equilibrium geometry, from the OMol25 dataset.

Geometry as XYZ:
```
17
Properties=species:S:1:pos:R:3:mulliken_charge:R:1
C 0.34363 1.16559 -3.37821 -0.46
C -1.19275 -1.05368 -0.31458 -0.93
C -0.09531 1.52696 0.47118 -1.16
C 1.18615 -0.84853 1.31621 -0.75
P 0.38384 -0.13214 -0.25229 0.14
S 0.13195 -1.60183 2.60356 -0.20
H 0.90860 1.86981 -4.04345 0.26
H -0.54593 1.49358 -2.77296 0.19
H -1.89908 -0.42036 -0.90000 0.25
H -1.24249 -2.08982 -0.73806 0.34
H -1.61291 -1.24221 0.73951 0.32
H -0.91905 2.11826 -0.02383 0.38
H -0.60476 1.41173 1.35197 0.44
H 0.83112 2.09140 0.40168 0.31
H 1.78134 -0.05097 1.87996 0.39
H 1.69182 -1.66891 0.84930 0.40
H 0.85384 -2.56888 2.81000 0.08
```

Values from the calculation:
DFT total energy ... -898.31134 Eh
HOMO energy (alpha / beta) ... -8.280 / -8.522 eV
Relative energy (zero: lowest compared OMol25 entry of this formula, charge and spin) ... 586.1 kJ/mol
Kohn-Sham gap (alpha / beta) ... 7.79 / 8.04 eV



Which formula does entry 2 have? C4H11OS2